22
Properties=species:S:1:pos:R:3:lowdin_charge:R:1 method="wB97M-V/def2-TZVPD" charge=+1 gap_ha=0.18745 relative_energy_kj_mol=42.0 mol_weight_g_mol=298.96 homo_ev=-13.3 lumo_ev=-8.22
In 0.337 1.590 1.341 1.146
C -0.300 -3.186 2.696 0.249
C -0.178 -1.897 2.035 -0.308
C -0.644 -1.769 0.563 -0.319
O -0.651 -0.662 0.091 0.001
C -1.012 -3.017 -0.081 0.231
C -1.076 -4.251 0.558 -0.327
C -0.669 -4.345 1.999 -0.311
O -0.687 -5.390 2.642 0.203
O -1.367 -5.237 -0.107 0.203
O 0.253 -0.881 2.541 -0.039
H 0.021 -3.125 3.731 0.164
H -1.331 -2.922 -1.114 0.161
C 0.949 4.854 -1.840 -0.071
C 1.101 3.332 -1.925 -0.302
O 0.001 2.668 -1.278 -0.241
H 0.791 5.168 -0.807 0.075
H 0.061 5.184 -2.379 0.079
H 1.868 5.291 -2.228 0.084
H 2.055 3.006 -1.507 0.108
H 1.153 3.043 -2.978 0.118
H -0.674 2.547 -1.953 0.098

=====

36
Properties=species:S:1:pos:R:3:lowdin_charge:R:1 method="wB97M-V/def2-TZVPD" charge=+1 gap_ha="0.21644 / 0.23238" relative_energy_kj_mol=286.7 mol_weight_g_mol=606.46 spin_multiplicity=2 homo_ev="-13.0 / -13.2" lumo_ev="-7.13 / -6.87"
Ir 0.332 -1.270 0.088 1.692
C -2.883 -4.080 3.342 0.008
O -2.613 -3.627 2.002 0.066
C -1.651 -2.801 1.734 -0.530
O -1.500 -2.406 0.572 -0.022
N -0.848 -2.363 2.732 0.066
N 0.183 -1.487 2.414 0.047
H -3.713 -4.770 3.246 0.113
H -3.179 -3.246 3.979 0.111
H -2.027 -4.612 3.758 0.107
H -0.886 -2.754 3.658 0.159
H 1.096 -1.867 2.649 0.134
H 0.049 -0.570 2.832 0.143
O 3.442 -2.830 -1.544 -0.141
S 2.302 -2.257 -0.959 0.382
O 1.769 -0.974 -1.561 -0.313
O 2.388 -1.877 0.515 -0.292
O 1.031 -3.084 -0.899 -0.335
O -1.487 5.093 -3.316 0.111
N -0.311 4.803 -3.248 -0.343
O 0.609 5.358 -3.804 0.120
C 0.032 3.644 -2.397 -0.091
C 1.367 3.281 -2.247 0.116
C 1.703 2.274 -1.383 -0.014
C 0.718 1.571 -0.597 -0.249
O 1.021 0.746 0.342 -0.134
C -0.641 1.899 -0.933 -0.055
C -0.969 2.942 -1.783 0.109
N -1.706 1.132 -0.371 -0.278
O -2.844 1.397 -0.629 0.198
O -1.421 0.202 0.432 -0.082
N 3.148 1.904 -1.299 -0.334
O 3.577 1.436 -0.271 0.122
O 3.794 2.180 -2.289 0.114
H 2.122 3.817 -2.806 0.148
H -2.005 3.196 -1.960 0.147

=====

27
Properties=species:S:1:pos:R:3:lowdin_charge:R:1 method="wB97M-V/def2-TZVPD" charge=+1 gap_ha="0.25149 / 0.20083" relative_energy_kj_mol=352.7 mol_weight_g_mol=744.89 spin_multiplicity=5 homo_ev="-10.6 / -11.6" lumo_ev="-3.78 / -6.13"
Ir 0.517 -0.052 0.522 0.896
N -1.323 -1.604 -2.077 0.196
C -0.043 -1.418 -2.401 -0.422
N 0.396 -1.891 -3.558 0.191
C 1.696 -1.704 -3.799 -0.407
N 2.197 -2.168 -4.940 0.201
N 2.582 -1.086 -2.965 0.205
C 2.034 -0.634 -1.878 -0.290
N 0.745 -0.754 -1.511 -0.002
C 2.892 0.070 -0.865 -0.367
C 4.152 -0.518 -0.438 -0.064
C 4.167 -1.092 0.779 -0.093
C 3.093 -1.326 1.772 -0.194
C 1.769 -1.041 1.800 -0.262
N 2.267 0.966 -0.190 -0.458
H -1.921 -2.088 -2.724 0.126
H -1.694 -1.246 -1.215 0.081
H 1.594 -2.634 -5.595 0.123
H 3.169 -2.025 -5.148 0.122
H 4.985 -0.629 -1.119 0.122
H 5.108 -1.555 1.057 0.115
H 3.451 -1.920 2.608 0.098
H 1.248 -1.480 2.649 0.033
Se 3.160 2.025 1.073 0.589
Se 1.567 3.669 1.014 0.036
Te -0.230 2.783 2.556 0.473
Se -1.501 1.313 1.091 -0.048

=====

19
Properties=species:S:1:pos:R:3:lowdin_charge:R:1 method="wB97M-V/def2-TZVPD" smiles=N#C[C@H](O)Nc1ccccc1 gap_ha=0.33527 relative_energy_kj_mol=285.4 mol_weight_g_mol=148.17 homo_ev=-8.5 lumo_ev=0.62
N -5.057 -0.954 0.080 0.153
C -3.951 -0.912 0.352 -0.161
C -2.552 -0.510 0.809 -0.385
O -2.575 0.738 1.326 0.026
N -1.676 -0.555 -0.449 0.078
C -0.284 -0.296 -0.319 -0.224
C 0.419 0.179 -1.417 -0.041
C 1.819 0.387 -1.421 -0.084
C 2.466 0.217 -0.234 -0.105
C 1.868 -0.269 0.967 -0.049
C 0.485 -0.494 0.902 -0.019
H -2.425 -1.354 1.652 0.194
H -2.843 1.441 0.738 0.116
H -2.175 -0.104 -1.116 0.071
H 0.039 0.342 -2.400 0.097
H 2.204 0.764 -2.312 0.086
H 3.501 0.347 -0.315 0.077
H 2.341 -0.436 1.884 0.083
H 0.163 -1.088 1.715 0.086

=====

20
Properties=species:S:1:pos:R:3:lowdin_charge:R:1 method="wB97M-V/def2-TZVPD" smiles="O=C[C@H]1NNc2cccc(O)c21" gap_ha=0.32067 relative_energy_kj_mol=247.4 mol_weight_g_mol=164.16 homo_ev=-7.9 lumo_ev=0.78
O 3.259 1.252 -1.503 0.063
C 2.675 0.482 -0.781 -0.226
C 1.494 -0.354 -1.231 -0.121
N 1.381 -1.949 -0.868 0.014
N 0.318 -2.084 0.107 -0.008
C -0.239 -0.870 0.382 -0.250
C -1.349 -0.730 1.177 -0.063
C -1.852 0.544 1.328 -0.060
C -1.328 1.619 0.513 -0.024
C -0.301 1.451 -0.401 -0.326
O 0.102 2.425 -1.240 0.075
C 0.271 0.177 -0.451 -0.060
H 2.969 0.505 0.262 0.126
H 1.266 -0.214 -2.333 0.163
H 1.187 -2.477 -1.697 0.085
H 0.674 -2.750 0.781 0.134
H -1.659 -1.685 1.611 0.120
H -2.682 0.576 2.093 0.120
H -1.671 2.664 0.436 0.114
H 0.043 3.220 -0.677 0.124

=====

20
Properties=species:S:1:pos:R:3:lowdin_charge:R:1 method="wB97M-V/def2-TZVPD" gap_ha="0.20243 / 0.22179" relative_energy_kj_mol=496.4 mol_weight_g_mol=194.11 homo_ev="-7.0 / -7.2" lumo_ev="-1.48 / -1.12"
C 3.069 -0.639 -0.098 -0.063
C 2.883 0.765 -0.149 -0.115
C 2.015 -1.572 0.060 -0.049
C 1.614 1.278 -0.114 -0.087
C 0.699 -1.090 0.228 -0.376
C 0.501 0.415 0.114 -0.208
C -1.805 -0.022 0.037 -0.440
C -3.545 -1.727 0.008 -0.271
N -0.325 -1.937 0.268 0.196
N -0.844 0.852 0.180 -0.422
P -3.438 -0.059 0.363 0.841
P -1.183 2.553 0.304 0.901
H 4.051 -1.020 0.003 0.085
H 3.668 1.420 -0.210 0.067
H 2.123 -2.548 0.418 0.085
H 1.379 2.378 -0.276 0.086
H -4.540 -2.023 -0.130 -0.043
H -2.524 -2.196 -0.193 0.001
H -2.541 2.512 0.385 -0.165
H -1.257 2.660 -1.196 -0.023

=====

19
Properties=species:S:1:pos:R:3:lowdin_charge:R:1 method="wB97M-V/def2-TZVPD" gap_ha="0.26733 / 0.26731" relative_energy_kj_mol=643.6 mol_weight_g_mol=164.23 homo_ev="-7.6 / -7.6" lumo_ev="-0.34 / -0.34"
C 0.274 1.790 1.592 -0.071
C -0.369 2.069 0.323 -0.005
C 0.551 0.520 2.013 -0.050
C 0.421 -0.635 1.085 -0.180
C -1.757 0.265 -2.354 -0.312
C -0.657 1.018 -0.500 -0.312
C -0.333 -0.378 -0.214 -0.347
C 1.027 -0.615 -0.314 -0.112
N -1.216 1.257 -1.755 0.073
N -1.057 -2.142 -2.648 -0.406
S -1.890 -1.344 -1.507 0.937
H 0.283 2.617 2.281 0.093
H -0.613 2.991 -0.046 0.081
H 0.853 0.007 2.934 0.108
H 0.329 -1.746 1.513 0.177
H -2.076 0.147 -3.403 0.090
H 1.588 0.222 -0.621 0.114
H 1.340 -1.629 -0.808 0.154
H -1.327 -3.131 -2.352 -0.032

=====

24
Properties=species:S:1:pos:R:3:lowdin_charge:R:1 method="wB97M-V/def2-TZVPD" smiles="O=c1cc[nH]c(=O)[nH]1.O=c1cc[nH]c(=O)[nH]1" gap_ha=0.32775 relative_energy_kj_mol=341.9 mol_weight_g_mol=224.18 homo_ev=-8.9 lumo_ev=0.04
O -0.431 3.447 0.032 0.118
C -1.177 2.750 0.618 -0.512
C -2.098 3.231 1.450 -0.064
C -3.014 2.391 1.959 -0.094
N -3.124 1.185 1.365 0.086
C -2.117 0.422 0.598 -0.482
O -2.204 -0.800 0.477 0.045
N -1.130 1.283 0.419 0.181
H -2.052 4.353 1.705 0.158
H -4.074 2.749 2.399 0.180
H -3.824 0.679 1.843 0.115
H -0.433 1.011 -0.398 0.133
O 1.084 0.645 -0.409 0.021
C 1.354 -0.539 -0.791 -0.403
C 0.559 -1.413 -1.667 0.034
C 1.005 -2.682 -1.916 -0.026
N 2.282 -3.083 -1.546 0.151
C 2.902 -2.435 -0.546 -0.491
O 3.743 -2.948 0.226 0.060
N 2.416 -1.191 -0.354 0.198
H -0.539 -1.157 -1.921 0.146
H 0.502 -3.426 -2.511 0.129
H 2.504 -3.974 -1.639 0.101
H 2.786 -0.696 0.502 0.215